{"formula": "C2H2N4", "method": "ωB97M-V with the def2-TZVPD basis set", "species": ["C", "C", "H", "H", "N", "N", "N", "N"], "positions_angstrom": [[1.078, -0.038, 0.625], [-1.122, 0.089, -0.520], [2.127, -0.049, 1.045], [-2.102, 0.270, -1.100], [1.086, 0.501, -0.614], [-0.098, 0.503, -1.199], [-1.040, -0.561, 0.615], [0.070, -0.714, 1.149]], "atomic_forces_ev_per_a": [[3.025, 0.215, -1.675], [-2.171, 0.717, -1.996], [-1.659, -0.155, 0.142], [1.351, -0.640, 1.626], [-0.886, -0.455, 1.326], [1.405, 0.962, -1.190], [-4.261, -0.628, -0.641], [3.195, -0.017, 2.407]], "multiplicity": 1, "lumo_energy_ev": -0.650}

***

{"formula": "CH5O2P", "method": "ωB97M-V with the def2-TZVPD basis set", "species": ["C", "O", "O", "P", "H", "H", "H", "H", "H"], "positions_angstrom": [[-0.499, -0.660, -0.949], [-0.455, 0.610, 1.573], [2.328, -0.536, -0.108], [1.001, 0.033, -0.551], [-0.834, -1.693, -0.646], [-0.974, -0.264, -1.742], [-1.295, 0.693, 1.040], [-0.570, 0.598, 2.707], [1.298, 1.220, -1.325]], "atomic_forces_ev_per_a": [[3.279, -1.929, 2.841], [-0.588, 0.137, 4.225], [-2.355, 0.813, 0.274], [0.648, -1.698, -1.746], [0.685, 1.427, -0.012], [-1.677, 1.818, -2.430], [0.937, -0.260, 1.464], [-0.150, 0.223, -5.299], [-0.777, -0.530, 0.684]], "multiplicity": 1, "lumo_energy_ev": 0.052}

***

{"formula": "C7H11NO2S2", "method": "ωB97M-V with the def2-TZVPD basis set", "species": ["C", "C", "C", "C", "C", "C", "C", "N", "O", "O", "S", "S", "H", "H", "H", "H", "H", "H", "H", "H", "H", "H", "H"], "positions_angstrom": [[1.661, 1.341, 0.861], [0.297, 1.111, 1.556], [1.367, -0.558, -0.826], [-1.707, -1.085, -1.257], [0.293, -1.188, 0.003], [1.498, 0.969, -0.634], [-0.669, 0.801, 0.432], [-0.773, -1.891, -0.601], [-3.259, 0.914, -0.298], [-2.523, -0.854, 1.229], [-0.104, 1.653, -1.041], [-2.197, 0.044, 0.124], [2.145, 2.360, 0.991], [2.370, 0.601, 1.201], [0.402, 0.368, 2.365], [-0.119, 2.069, 1.946], [2.286, -0.961, -0.550], [1.249, -0.866, -1.864], [-1.302, -0.284, -1.756], [-2.490, -1.730, -1.776], [0.682, -1.613, 1.026], [2.189, 1.210, -1.296], [-1.297, -2.411, 0.165]], "atomic_forces_ev_per_a": [[1.105, 0.170, -0.764], [-0.913, 1.447, 0.491], [-1.396, 0.142, -0.331], [-1.588, -1.238, 0.897], [-0.747, 0.840, 1.442], [-3.534, -1.609, 2.536], [0.863, -2.334, -1.843], [1.123, -1.836, 2.269], [0.295, 0.536, -0.648], [0.495, 0.366, -0.010], [-0.510, 0.480, 0.325], [-1.711, -0.909, 2.449], [-0.946, -1.170, -0.107], [0.470, -0.084, 0.679], [-0.492, 0.323, -0.447], [0.790, -0.558, 0.376], [1.782, -0.919, 0.729], [-0.204, 0.463, -0.221], [1.288, 0.953, -2.708], [0.674, 1.490, 0.867], [-1.187, 0.773, -2.029], [3.442, 2.033, -2.613], [0.900, 0.640, -1.341]], "multiplicity": 1, "lumo_energy_ev": 0.440}

***

{"formula": "C16H17N", "method": "ωB97M-V with the def2-TZVPD basis set", "species": ["C", "C", "C", "C", "C", "C", "C", "C", "C", "N", "H", "H", "H", "H", "H", "H", "H", "H", "H", "C", "C", "C", "C", "C", "C", "C", "H", "H", "H", "H", "H", "H", "H", "H"], "positions_angstrom": [[-2.700, 2.181, -4.579], [-0.372, -0.170, -2.934], [-0.800, 1.139, -3.162], [-1.933, 1.060, -4.052], [-2.101, -0.252, -4.371], [1.210, 0.585, -1.308], [0.645, -0.441, -2.043], [0.854, 1.893, -1.675], [-0.228, 2.225, -2.474], [-1.079, -1.024, -3.767], [2.104, 0.401, -0.697], [0.891, -1.470, -1.766], [1.337, 2.688, -1.114], [-0.525, 3.242, -2.681], [-1.216, -1.997, -3.560], [-2.837, -0.726, -4.995], [-2.356, 2.633, -5.516], [-2.874, 3.034, -3.914], [-3.715, 1.818, -4.840], [-0.065, -0.562, 6.376], [1.713, -1.502, 2.627], [0.568, -0.714, 2.704], [2.378, -1.865, 3.802], [0.059, -0.344, 3.943], [1.813, -1.632, 5.047], [0.695, -0.811, 5.103], [2.184, -1.882, 1.726], [0.078, -0.339, 1.816], [3.406, -2.227, 3.666], [-0.658, 0.486, 3.936], [2.171, -2.100, 5.944], [0.470, -1.026, 7.214], [-1.108, -0.868, 6.309], [0.183, 0.491, 6.599]], "atomic_forces_ev_per_a": [[-2.034, 0.917, -0.957], [0.307, -0.063, -0.475], [-0.955, 0.499, 0.116], [0.729, -0.606, -0.009], [1.015, -0.247, 0.592], [0.613, 0.194, -1.679], [0.158, -1.243, 1.422], [-0.277, 1.142, 1.678], [0.881, -1.373, -0.655], [-1.023, 0.759, 0.019], [-0.723, 0.104, 0.012], [0.072, 0.179, -0.399], [0.081, 0.095, -0.205], [0.001, 0.065, 0.145], [0.110, -0.054, -0.005], [-0.057, -0.014, -0.103], [0.476, -0.242, 0.109], [0.281, -0.320, 0.291], [0.343, 0.194, 0.144], [2.126, 0.682, 0.687], [0.565, -0.206, 0.697], [-0.088, -0.106, -0.112], [0.565, 0.061, -0.723], [1.417, 0.643, -0.728], [-0.495, 0.555, -0.646], [-1.761, -0.850, -0.025], [-0.366, 0.543, -0.268], [0.053, -0.106, -0.183], [-0.641, -0.501, 0.382], [-0.164, -0.762, 0.448], [0.429, 0.119, 0.302], [-0.484, -0.503, -0.100], [0.094, 0.448, 0.219], [-1.249, -0.004, 0.011]], "multiplicity": 1, "lumo_energy_ev": 0.913}

***

{"formula": "C3H4S", "method": "ωB97M-V with the def2-TZVPD basis set", "species": ["C", "C", "C", "S", "H", "H", "H", "H"], "positions_angstrom": [[-0.128, -0.141, 0.076], [1.128, 0.022, 0.277], [-1.535, -0.204, -0.133], [2.766, 0.039, -0.114], [-1.716, 0.484, -1.052], [-1.827, -0.030, 0.843], [-1.821, -1.193, -0.474], [3.133, 1.023, 0.576]], "atomic_forces_ev_per_a": [[8.334, 0.499, 0.783], [-6.674, -0.671, -1.402], [0.940, 0.198, -3.473], [-0.349, -2.246, -1.446], [-0.575, -0.607, 2.114], [-2.246, 0.953, 1.555], [-0.148, -0.271, 0.230], [0.720, 2.144, 1.639]], "multiplicity": 1, "lumo_energy_ev": 0.879}

***

What are the relative energy (zero: lowest compared OMol25 entry of this formula, charge and spin) values for these records? In order: 238.8; 238.7; 412.7; 102.4; 138.5 kJ/mol.